Computed, not measured: a single C6H6O2 molecule in a non-equilibrium geometry, with ωB97M-V/def2-TZVPD.

Last column: natural (NBO) charge in e.
Atoms and positions in Å:
1 C 0.30003 -1.31457 1.27730  -0.40
2 C -0.78383 -1.59468 0.34048  0.30
3 C -0.29684 -0.29892 0.26740  -0.10
4 C -0.24673 0.90890 -0.36877  -0.09
5 C 1.51375 0.91548 -0.43611  0.44
6 C -0.92129 2.04511 -0.46166  -0.45
7 O -0.94616 -2.64747 -0.48952  -0.65
8 O 2.20307 0.18979 -1.07045  -0.48
9 H -1.53351 -2.40444 -1.21528  0.49
10 H 1.29485 -1.72245 1.11229  0.19
11 H 0.06012 -1.08595 2.31102  0.20
12 H 1.79389 1.97943 -0.22274  0.12
13 H -1.80789 2.22459 0.12707  0.21
14 H -0.62944 2.80518 -1.17103  0.21

Summary:
Energy relative to the best compared isomer or geometry (same formula, charge and spin) ... 122.0 kcal/mol
Charge ... 0
SMILES ... C=C(C=O)C1=C(O)C1
Energy ... -10408.121 eV
HOMO energy ... -7.9 eV

Computed, not measured: 2 unconnected molecules or ions with the total composition C4HF3 in a non-equilibrium geometry, with ωB97M-V/def2-TZVPD.

Last column: natural (NBO) charge in e.
Atoms and positions in Å:
1 C -1.14962 2.33009 -0.86100  0.27
2 C -0.67005 1.58829 0.00185  -0.51
3 C -0.37181 0.37075 0.33788  0.16
4 C 0.68572 -0.55352 -0.09735  0.86
5 F 0.24292 -1.41219 -1.01019  -0.29
6 F 1.81005 0.01459 -0.62022  -0.31
7 F 1.08691 -1.28782 0.92090  -0.30
8 H -1.63414 -1.05018 1.32813  0.12

Summary:
Energy relative to the best compared isomer or geometry (same formula, charge and spin) ... 94.0 kcal/mol
Charge ... 0
Energy ... -12307.353 eV
HOMO energy ... -10.3 eV

Computed, not measured: a molecular structure, C4H3CuMgO in a non-equilibrium geometry, with ωB97M-V/def2-TZVPD.

Last column: natural (NBO) charge in e.
Atoms and positions in Å:
1 C -1.53329 1.25579 -0.06927  -0.47
2 C -2.49706 1.63085 -0.72795  -0.37
3 H -3.37621 1.92936 -1.28263  0.26
4 Cu -0.28875 -2.20339 1.97866  0.97
5 O 1.37064 -1.05378 -1.29268  -0.68
6 C 1.53958 -0.73268 -0.16995  0.80
7 C 1.53677 -0.26437 1.05026  -0.80
8 Mg -0.22435 -0.44927 -2.49601  1.58
9 H 2.44535 -0.71678 1.53985  0.33
10 H 1.02734 0.60428 1.46971  0.38

Summary:
Energy relative to the best compared isomer or geometry (same formula, charge and spin) ... 0.0 kcal/mol
Charge ... +2
Energy ... -56302.829 eV
HOMO energy ... -16.3 eV